DFT (ωB97M-V/def2-TZVPD) results for a cluster of 25 separate species, C46H142N8O46 in total in a non-equilibrium geometry.

Computed properties:
* net charge: 0
* DFT total energy: -156107.536 eV
* E_LUMO: 0.31 eV
* HOMO level: -9.70 eV
* F_max: 3.00 eV/Å

Structure (XYZ):
```
242
Properties=species:S:1:pos:R:3:forces:R:3:lowdin_charge:R:1
C -2.84293 -3.45982 4.16802 1.216 -1.331 0.971 -0.24
C -3.87753 -2.99611 3.23843 -0.477 -0.417 -1.479 -0.25
O -5.12195 -3.18673 3.89196 -0.580 -0.064 -0.790 -0.08
O -1.57345 -3.53423 3.57045 1.270 0.648 -0.855 -0.09
H -3.03787 -4.46259 4.54442 -0.666 -0.119 0.074 0.13
H -2.79904 -2.80565 5.00612 -0.073 0.753 0.917 0.12
H -3.90783 -3.65197 2.34434 0.008 0.285 0.438 0.11
H -3.62207 -1.99313 2.82552 -0.633 -0.289 0.646 0.12
H -5.24930 -2.55211 4.61363 0.398 0.162 0.050 0.04
H -0.87782 -3.81857 4.19234 -0.331 -0.210 0.011 0.08
C 3.11365 3.16132 4.40047 -1.474 -0.857 0.368 -0.18
C 2.78650 3.78412 3.05377 1.057 1.413 -0.046 -0.16
O 3.79286 4.73793 2.60179 0.250 -1.146 0.431 -0.09
O 4.22260 2.27323 4.46128 0.328 0.189 -0.719 -0.08
H 2.25703 2.54523 4.71289 -0.064 0.201 -0.243 0.12
H 3.23383 3.85376 5.20783 0.089 1.004 0.180 0.11
H 1.93219 4.44167 3.08111 -0.798 -0.368 0.626 0.11
H 2.66276 3.07076 2.25668 -0.142 -0.429 0.229 0.08
H 4.52846 4.19214 2.27688 0.239 0.140 -0.076 0.05
H 4.88449 2.66345 3.86837 0.528 -0.092 -0.108 0.06
C -2.90925 0.52629 -8.63185 -0.674 1.286 -0.268 -0.20
C -1.54154 0.05691 -8.32676 0.489 0.784 0.717 -0.24
O -0.90689 1.01640 -7.45196 0.598 -0.542 -0.408 -0.09
O -2.86152 1.90485 -9.19229 -0.559 -1.913 0.768 -0.07
H -3.48240 0.43067 -7.63493 0.141 0.416 -1.812 0.13
H -3.25732 -0.10549 -9.47596 -0.525 0.398 0.834 0.13
H -0.97022 0.04636 -9.23152 0.603 0.019 -0.449 0.12
H -1.61319 -0.96047 -7.93849 0.262 -0.076 0.380 0.12
H -1.29207 0.99767 -6.57081 -0.532 -0.374 0.419 0.04
H -2.41753 2.45603 -8.54098 0.162 -0.085 0.118 0.06
C -2.20863 3.32699 0.57051 2.452 -1.382 -0.645 -0.19
C -2.05877 2.99612 -0.91057 -0.481 0.731 -0.881 -0.19
O -0.70741 2.75621 -1.29255 0.621 -1.028 -0.086 -0.10
O -1.35472 4.45418 0.70946 -0.375 -0.091 -0.330 -0.08
H -1.78515 2.49248 1.19801 -0.596 0.542 -0.592 0.11
H -3.19647 3.53103 0.87172 -1.383 0.206 0.207 0.10
H -2.35066 3.91077 -1.47486 -0.280 -0.468 0.316 0.13
H -2.61870 2.13684 -1.33409 0.121 0.455 0.748 0.12
H -0.07680 3.34293 -0.85822 -0.242 0.489 0.430 0.07
H -1.31784 4.62297 1.65060 0.109 0.403 0.710 0.04
C 0.89228 -4.69909 -3.17601 1.425 1.408 0.582 -0.18
C 0.87539 -6.13617 -3.62749 -1.207 0.203 2.256 -0.26
O 0.37576 -6.25111 -4.91276 -0.303 -0.062 -1.168 -0.04
O 1.77151 -3.85954 -3.97891 -0.208 -0.959 0.510 -0.08
H 1.34808 -4.54269 -2.17139 -0.710 -0.697 -0.378 0.12
H -0.09536 -4.22309 -3.20585 0.033 -0.409 0.182 0.10
H 0.14788 -6.62330 -2.92072 0.757 0.008 -0.582 0.14
H 1.84775 -6.60194 -3.56269 0.355 -0.139 0.304 0.12
H 1.16344 -6.27606 -5.45292 -0.037 -0.005 -0.722 0.10
H 1.25131 -3.67518 -4.74998 -0.120 0.601 -1.111 0.06
C 0.24859 -5.05419 7.57589 0.684 0.600 0.906 -0.21
C 0.12763 -5.88845 6.32747 -1.488 0.595 -1.142 -0.23
O 0.35303 -5.06824 5.16693 1.303 0.487 0.433 -0.11
O 1.55192 -4.38281 7.69514 -0.323 0.399 -0.746 -0.11
H 0.22743 -5.78510 8.40136 0.049 0.536 0.035 0.12
H -0.56171 -4.31151 7.74272 0.359 -0.522 -0.424 0.13
H -0.88882 -6.37234 6.19071 0.885 0.875 0.396 0.14
H 0.79810 -6.72282 6.32858 0.834 -0.370 0.132 0.11
H 1.23780 -4.62379 5.33399 -1.251 -0.557 -0.451 0.09
H 1.70208 -3.54327 7.15674 -1.012 -1.780 0.654 0.08
C -0.80935 0.86487 3.19337 0.622 1.584 0.565 -0.23
C 0.36032 0.23146 3.94960 -0.240 0.813 0.223 -0.21
O 0.13915 -1.13926 4.22515 0.811 -0.267 0.063 -0.07
O -1.97524 0.94395 3.99011 0.705 -0.231 0.719 -0.07
H -1.05782 0.34603 2.31084 0.079 -1.082 -1.250 0.07
H -0.52429 1.88443 2.82220 0.140 -0.537 0.520 0.13
H 0.45740 0.69680 4.93486 -0.064 0.376 -0.091 0.12
H 1.33344 0.39909 3.43666 -0.643 -0.278 -0.070 0.10
H -0.65988 -1.40071 3.77817 -0.513 -0.555 -0.273 0.06
H -2.66941 1.35197 3.46084 -0.475 0.024 -0.338 0.03
C 2.80057 0.37273 -0.60646 0.010 -1.060 -1.457 -0.27
C 2.76965 1.16903 0.63872 -1.289 1.711 0.486 -0.18
O 3.28746 2.53521 0.45476 -0.348 -1.199 -0.514 -0.10
O 4.09262 0.34460 -1.14268 0.960 -0.036 -0.381 -0.09
H 2.08828 0.59380 -1.48609 0.487 0.348 1.778 0.13
H 2.57810 -0.63509 -0.25061 -0.159 -0.170 -0.322 0.10
H 3.26317 0.68419 1.48770 0.379 0.032 -0.440 0.10
H 1.70851 1.21430 0.94161 0.137 0.393 0.028 0.12
H 3.74123 2.52076 -0.40770 0.028 0.155 0.273 0.07
H 4.24389 1.12568 -1.74421 -0.196 -0.630 0.253 0.02
C 0.89246 6.46556 -1.43781 0.248 0.525 1.589 -0.21
C 1.95466 5.43312 -1.04296 -1.032 0.794 0.222 -0.23
O 1.45809 4.79229 0.09126 -0.905 -0.492 1.261 -0.08
O -0.39436 5.90023 -1.63652 0.688 -0.323 0.025 -0.07
H 1.24464 7.03129 -2.28966 -0.254 0.037 -0.436 0.12
H 0.78346 7.16153 -0.57735 0.355 -0.017 -0.450 0.12
H 2.90777 5.86605 -0.81074 0.621 0.580 -0.192 0.11
H 2.00780 4.76058 -1.84793 0.486 -1.209 -1.291 0.08
H 1.97229 4.02503 0.38122 0.486 0.036 -0.375 0.06
H -0.58740 5.50930 -0.76146 -0.449 -0.022 -0.260 0.05
C -4.46900 1.20472 6.08842 -1.002 -0.054 -1.216 -0.20
C -5.18037 -0.12540 6.29148 -1.569 0.792 1.030 -0.22
O -5.12124 -0.97422 5.18610 0.235 -0.383 -0.758 -0.08
O -5.30367 2.03743 5.26660 -0.231 0.276 -0.202 -0.10
H -3.57369 1.01709 5.52127 0.724 -0.146 0.293 0.09
H -4.27746 1.73921 7.01500 0.079 -0.161 0.200 0.12
H -6.26908 0.03301 6.53664 0.919 0.274 -0.074 0.14
H -4.79306 -0.67975 7.12821 0.518 -0.205 0.365 0.11
H -5.71246 -0.67905 4.48227 0.063 0.460 -0.063 0.08
H -4.92340 2.17279 4.37186 0.123 -0.339 0.555 0.04
C 3.48590 -4.06029 1.41696 -0.498 2.020 -0.529 -0.27
C 2.24664 -3.27629 1.84366 0.649 -2.698 0.746 -0.25
O 2.46474 -1.88933 1.78679 0.131 0.243 2.858 -0.09
O 4.47879 -4.02963 2.38518 0.967 0.154 0.766 -0.04
H 3.81862 -3.63570 0.47789 0.395 0.211 -0.511 0.12
H 3.23676 -5.05783 1.21990 -0.400 -1.641 -0.028 0.10
H 2.11659 -3.71848 2.87911 -0.479 1.127 -0.790 0.13
H 1.43881 -3.65466 1.21431 -0.413 0.631 -0.086 0.11
H 2.54102 -1.65400 2.77263 -0.016 0.233 -2.075 0.09
H 4.66583 -3.10911 2.62411 -0.135 -0.295 -0.210 0.07
C -1.68550 5.28416 4.63753 -0.508 1.396 -0.718 -0.22
C -0.69570 5.89967 5.56648 -0.363 -0.311 0.986 -0.26
O 0.44943 5.11558 5.76730 0.928 -0.617 0.470 -0.05
O -1.24545 5.14354 3.31621 0.960 0.123 -0.852 -0.08
H -2.53704 5.99070 4.63911 0.010 -0.281 0.162 0.13
H -2.04212 4.32798 4.89593 -0.350 -1.184 0.860 0.11
H -1.26682 6.17953 6.47519 0.458 -0.515 0.116 0.13
H -0.38720 6.81740 5.17308 0.349 1.727 -0.952 0.10
H 1.24693 5.63754 5.99322 -1.047 -0.214 -0.230 0.10
H -0.58147 5.82316 3.07994 -0.196 -0.043 0.241 0.07
C 0.16095 -1.96571 -1.11676 1.593 0.552 0.255 -0.23
C -0.24127 -1.27394 0.21588 -0.127 0.583 -1.143 -0.19
O -0.82169 0.03042 -0.00843 0.827 0.453 -1.061 -0.11
O -0.91248 -2.24417 -1.96039 -0.961 -0.469 0.163 -0.08
H 0.76251 -2.90770 -0.97529 -0.423 0.854 0.419 0.11
H 0.84536 -1.27666 -1.69375 -0.689 -0.575 0.632 0.10
H 0.60656 -1.19598 0.90163 -0.109 -0.189 -0.100 0.09
H -1.08528 -1.77182 0.65032 0.013 -0.743 0.379 0.09
H -0.30575 0.52642 -0.69276 -0.603 -0.375 0.852 0.07
H -1.43421 -2.91696 -1.48334 -0.186 0.141 -0.354 0.08
C 0.63511 -1.01432 -4.87404 -1.611 0.282 2.201 -0.26
C 1.86921 -0.67599 -4.08781 1.660 -1.370 -1.111 -0.20
O 2.90956 -0.23471 -5.01135 -0.639 -0.789 1.086 -0.10
O 0.84662 -1.84660 -5.94862 0.432 -1.075 -1.736 -0.04
H 0.12606 -0.12575 -5.21139 -0.077 0.577 0.054 0.10
H -0.05268 -1.52832 -4.15754 0.184 0.399 -0.335 0.11
H 2.19479 -1.54412 -3.44911 -0.015 0.537 -0.936 0.11
H 1.68689 0.08130 -3.37072 -0.365 1.197 0.385 0.08
H 3.24745 -1.04259 -5.47845 -0.093 0.897 0.080 0.05
H 0.47329 -1.43058 -6.74232 0.341 -0.263 0.403 0.09
C 5.02024 -3.06588 -4.40774 -0.984 0.388 0.033 -0.27
C 5.51158 -2.26794 -5.56990 0.113 -0.509 -0.321 -0.22
O 4.47515 -1.85048 -6.44931 -0.671 -0.826 -1.113 -0.09
O 4.47615 -4.31684 -4.73175 0.443 -0.142 -0.352 -0.05
H 4.27165 -2.45607 -3.89124 -0.123 0.023 0.005 0.11
H 5.81584 -3.15916 -3.71464 1.130 -0.295 0.755 0.11
H 6.29159 -2.85971 -6.12308 -0.375 0.969 0.475 0.14
H 5.80582 -1.33485 -5.08296 0.844 -0.028 -0.538 0.13
H 4.15923 -2.56797 -7.05090 0.577 0.630 0.997 0.13
H 3.58792 -4.25500 -4.39087 -0.949 -0.415 0.031 0.03
C 0.02838 4.07532 -6.03171 -0.967 0.604 1.064 -0.25
C -0.11077 4.19291 -4.51458 -0.572 -0.764 0.173 -0.18
O -0.91739 3.06568 -4.00930 1.705 0.944 0.608 -0.12
O 1.04298 3.20474 -6.42740 0.302 -1.330 -0.464 -0.07
H 0.20746 5.07861 -6.43273 0.363 -0.153 -0.054 0.12
H -0.98075 3.81538 -6.38637 0.285 -0.312 -0.226 0.12
H -0.64699 5.08950 -4.23896 -0.148 0.467 -0.109 0.11
H 0.86316 4.24734 -3.98881 -0.309 -0.297 -0.380 0.11
H -0.63653 3.00400 -3.04997 -0.766 -0.265 -0.794 0.06
H 0.71694 2.28514 -6.59359 0.085 1.181 0.113 0.09
C -4.36355 -4.63836 -4.66854 -1.053 -0.042 1.499 -0.17
C -2.92224 -5.01111 -4.67703 1.668 1.580 -1.432 -0.23
O -2.42366 -4.86639 -6.04231 -1.483 0.148 0.487 -0.07
O -4.80126 -4.24310 -3.29183 0.250 -0.509 -2.104 -0.10
H -4.99040 -5.48750 -4.87668 -0.181 -0.444 -0.162 0.12
H -4.56654 -3.91959 -5.44817 -0.078 0.737 0.179 0.12
H -2.78242 -6.03867 -4.43111 0.307 -0.685 0.888 0.11
H -2.30451 -4.27915 -4.08675 -0.740 -0.954 0.144 0.12
H -1.49493 -5.02140 -5.97341 1.102 -0.316 -0.074 0.04
H -4.46093 -3.35649 -3.16795 0.097 0.329 0.272 0.04
C -2.15219 -5.14393 0.75376 0.494 -1.527 -0.330 -0.28
C -3.28289 -5.36015 -0.18721 -0.045 0.465 -1.928 -0.21
O -2.84995 -4.89623 -1.51640 -0.559 -1.176 0.351 -0.11
O -1.88247 -3.79285 0.91418 0.640 0.632 0.696 -0.10
H -1.30735 -5.68914 0.26254 -0.119 0.292 0.676 0.13
H -2.42596 -5.64604 1.69273 0.293 0.130 0.073 0.13
H -4.09411 -4.71237 0.08935 -0.762 0.184 0.368 0.09
H -3.61717 -6.41646 -0.23656 0.323 0.477 0.154 0.13
H -3.50856 -5.21769 -2.18645 0.636 0.806 0.937 0.06
H -1.48503 -3.64524 1.82251 -0.628 -0.280 -0.887 0.07
C 1.50216 8.02469 2.30696 0.045 1.538 0.240 -0.26
C 2.98147 7.94712 2.48769 0.113 -1.005 -0.803 -0.24
O 3.68132 7.18547 1.53822 0.267 -0.617 -0.837 -0.07
O 0.85230 6.80716 2.35365 -0.516 -0.705 0.404 -0.05
H 1.22372 8.61956 1.46220 -0.147 0.087 -1.207 0.11
H 1.16542 8.65885 3.12214 -0.281 -0.126 0.520 0.12
H 3.07868 7.44979 3.41150 0.622 -0.154 1.660 0.11
H 3.40365 8.91990 2.43554 0.259 1.128 0.557 0.11
H 4.04601 6.36756 1.94626 -0.792 0.580 -0.210 0.06
H 1.34748 6.20337 1.79891 0.157 -0.598 -0.665 0.06
C -2.71839 0.29041 -3.60984 2.239 0.401 -1.245 -0.16
C -3.30676 -1.07098 -3.86545 0.126 -0.908 0.186 -0.25
O -4.26906 -0.95105 -4.87702 -0.505 -0.066 -0.470 -0.06
O -2.36878 0.95907 -4.87945 -0.439 -1.257 0.084 -0.12
H -1.78936 0.26533 -3.00780 -0.682 -0.144 0.088 0.12
H -3.46328 0.93229 -3.21889 -0.823 0.377 1.013 0.11
H -3.82067 -1.35429 -2.93435 0.041 0.046 -0.073 0.12
H -2.63098 -1.94415 -4.10113 0.034 1.223 0.190 0.12
H -3.89752 -0.31085 -5.49970 -0.169 -0.015 -0.028 0.06
H -2.16331 1.87599 -4.65086 0.350 0.228 0.146 0.05
C 3.53890 -2.02588 5.96956 -0.768 -1.678 0.903 -0.21
C 4.44852 -1.27679 5.07855 1.051 -0.081 -0.275 -0.25
O 3.77826 -0.37031 4.21787 0.056 0.509 0.110 -0.11
O 2.55489 -2.78744 5.16106 -0.209 1.786 0.629 -0.12
H 2.96528 -1.41810 6.65142 -0.112 0.515 0.311 0.12
H 4.16715 -2.73266 6.61513 -1.002 0.613 -1.065 0.15
H 4.83757 -2.12963 4.48361 0.369 0.793 -0.198 0.11
H 5.29310 -0.83454 5.67549 -0.735 -0.155 -0.644 0.15
H 3.90767 0.60965 4.41580 0.037 -1.117 0.110 0.06
H 1.85670 -2.09660 4.92988 0.794 -1.229 0.178 0.08
C 6.10311 1.95570 1.59314 0.497 -0.564 -1.176 -0.60
O 5.95413 3.02116 2.22524 0.381 -0.784 -0.527 -0.01
N 6.71125 1.88675 0.33011 -0.817 2.025 1.927 0.17
N 5.76451 0.76701 2.14132 0.281 -0.524 -0.990 0.19
H 6.54931 1.09103 -0.26144 -0.254 0.086 -0.179 0.09
H 6.68782 2.84473 -0.03793 0.190 -1.018 -0.508 0.11
H 5.47876 0.85526 3.07322 -0.702 -0.367 1.149 0.05
H 5.52227 -0.09730 1.64194 0.383 0.972 0.212 0.13
C -4.94425 0.73089 2.12774 2.382 1.213 1.365 -0.61
O -4.28424 1.68185 2.64120 -0.923 -0.561 -0.513 -0.04
N -6.20459 0.47464 2.51502 -1.561 1.202 0.997 0.18
N -4.34028 -0.16660 1.34579 0.798 1.047 0.203 0.22
H -6.60389 1.25514 3.07752 0.350 -1.038 -0.750 0.14
H -6.82863 -0.02372 1.89525 0.109 -0.209 -0.052 0.09
H -4.95433 -0.76026 0.87942 -0.946 -1.567 -1.239 0.04
H -3.45284 0.08001 0.93718 0.043 0.027 -0.006 0.11
C -6.67567 -2.85777 0.26944 -0.377 1.478 -1.049 -0.67
O -6.56028 -1.62419 0.38495 -0.145 -0.228 0.549 -0.02
N -6.69704 -3.69118 1.29982 0.183 -1.917 1.071 0.19
N -6.86019 -3.36846 -0.96045 0.422 -2.069 0.276 0.17
H -6.46519 -3.31942 2.19337 0.394 0.362 0.787 0.07
H -6.70156 -4.72194 1.27807 -0.118 1.185 -0.494 0.13
H -7.20640 -2.76727 -1.66455 0.052 0.319 -0.699 0.10
H -6.75701 -4.37766 -1.09551 -0.342 0.919 -0.336 0.11
C 4.13682 3.07686 -3.50396 0.000 0.674 -0.477 -0.60
O 4.55267 2.49933 -2.47590 -0.607 -0.250 -0.590 -0.01
N 4.44163 4.40280 -3.60485 -0.436 -0.564 1.064 0.17
N 3.43095 2.56979 -4.53226 0.722 -1.775 1.596 0.22
H 4.97636 4.64493 -2.79021 0.351 0.730 -0.314 0.11
H 4.59858 4.79312 -4.49691 0.258 0.605 -0.651 0.09
H 2.91436 3.09234 -5.19310 -0.444 0.821 -0.574 0.07
H 3.25112 1.56411 -4.53303 0.146 0.128 -0.200 0.08
```
Positions in Å, forces in eV/Å.